DFT (ωB97M-V with the def2-TZVPD basis set) results for H24KrO12 as an isolated structure at a distorted geometry.

Structure (XYZ):
```
37
Properties=species:S:1:pos:R:3:mulliken_charge:R:1
Kr 0.1942 0.0387 -0.5394 0.000
O 0.1156 -2.4932 2.3308 -0.649
O -1.9759 2.6927 -1.5021 -0.628
O 2.6470 -2.2641 1.2517 -0.711
O 2.7632 2.2085 -2.2521 -0.649
O -0.1110 2.8487 0.7990 -0.615
O -3.3747 -0.0127 -0.6975 -0.624
O 0.7299 0.1763 3.6735 -0.610
O -2.1832 -1.9631 1.0251 -0.754
O 2.0558 4.2085 -0.3416 -0.737
O 1.5039 -3.5218 -0.9798 -0.672
O -1.2232 -3.5661 -1.2712 -0.701
O 0.0283 2.4969 -3.3146 -0.642
H -1.5541 -2.8393 -0.7435 0.375
H 0.2306 -0.4872 3.1974 0.348
H 1.3851 3.7181 0.1337 0.406
H -0.0471 2.5675 1.7118 0.307
H -0.6610 2.4318 -2.6537 0.377
H 2.9241 -2.9540 1.8545 0.320
H -1.0164 2.6597 0.5525 0.274
H 1.8310 -3.4016 -1.8713 0.302
H 2.2701 -2.7330 0.5072 0.440
H -2.8553 -0.4807 -0.0438 0.343
H -1.4036 -3.3080 -2.1751 0.361
H 0.2052 -3.1309 3.0390 0.251
H 0.8394 2.3375 -2.8320 0.322
H 1.6036 4.5459 -1.1149 0.324
H 3.2432 1.4669 -1.8835 0.307
H -2.4689 1.9509 -1.1515 0.330
H -3.9083 0.5973 -0.1883 0.335
H 0.5613 -3.3696 -1.0475 0.348
H 2.6078 2.7883 -1.5065 0.388
H -2.7369 -1.7219 1.7677 0.278
H -1.3590 -2.2451 1.4218 0.358
H 0.7886 -0.1627 4.5668 0.285
H 0.9877 -2.4454 1.9391 0.345
H -2.6370 3.3663 -1.6618 0.264
```

Calculated values
Kohn-Sham gap, Ha: 0.359
DFT total energy, eV: -99890.513
Multiplicity: 1
ΔE to the lowest compared entry with this formula, charge and spin, kJ/mol: 28.34
Highest occupied orbital energy, eV: -9.962
Net charge: 0
Max |F|, eV/A: 1.300

***

DFT (ωB97M-V with the def2-TZVPD basis set) results for a 2-piece molecular cluster, CH2N2O overall at a distorted geometry.

Structure (XYZ):
```
6
Properties=species:S:1:pos:R:3:mulliken_charge:R:1
O -2.3153 0.0452 -0.6579 -0.411
N 0.6953 0.6439 0.4282 -0.251
N 0.4759 -0.7972 -0.1188 -0.271
C -0.4433 0.1583 0.0606 0.374
H 0.7120 -0.8622 -1.0799 0.274
H 0.8754 0.8121 1.3678 0.285
```

Calculated values
Kohn-Sham gap (spin up / spin down), Ha: 0.342 / 0.341
DFT total energy, eV: -6087.975
Multiplicity: 1
ΔE to the lowest compared entry with this formula, charge and spin, kJ/mol: 871.88
Highest occupied orbital energy (spin up / spin down), eV: -9.939 / -9.859
Net charge: 0
Max |F|, eV/A: 6.667

***

DFT (ωB97M-V with the def2-TZVPD basis set) results for C17H17IIrN6O6S as an isolated structure at a distorted geometry.

Structure (XYZ):
```
49
Properties=species:S:1:pos:R:3:mulliken_charge:R:1
Ir -0.5662 0.0156 0.6017 0.184
I 0.2939 6.2201 2.1530 0.140
S -0.5966 -2.6272 0.3965 -0.353
O -2.7849 -2.0805 -0.5520 -0.600
O 1.6555 0.1099 -2.8761 -0.684
O -0.1014 -0.1160 2.7384 -0.640
O -0.0750 0.2162 -1.4803 -0.692
O -3.0032 2.0753 1.1733 -0.550
O 1.6645 -0.2226 4.1515 -0.456
N -2.5727 -0.0362 0.4381 0.296
N 1.3815 0.0361 0.6017 0.767
N -0.0669 -2.8234 -2.2531 0.064
N -0.8023 3.0926 -0.4595 0.007
N -0.3547 2.3507 0.5486 0.083
N 1.6904 -2.8490 -0.9544 0.037
C 0.0429 3.1753 1.4962 -0.370
C -3.4100 0.9906 0.8461 0.248
C 1.0395 -2.8706 -3.1987 -0.523
C 2.0451 -0.0302 1.8167 0.447
C 2.2782 -2.9343 -2.2813 -0.353
C -4.7657 -0.8665 0.1641 -0.509
C -4.8500 0.5312 0.7580 -0.450
C -0.1596 4.4952 1.0763 -0.847
C 1.1680 -0.1264 2.9150 0.398
C 0.3638 -2.7591 -1.0056 0.071
C 1.1736 0.1909 -1.7668 0.431
C 4.1437 0.1829 0.6565 -0.677
C -0.7079 4.3982 -0.1890 -0.147
C 3.4586 0.0198 1.8283 -0.708
C 2.0704 0.1944 -0.5290 0.426
C 3.4373 0.2846 -0.5686 -0.694
C -3.2757 -1.0893 -0.0284 0.451
H -5.4103 1.2334 0.1413 0.287
H 2.2204 -2.9482 -0.1045 0.220
H 0.4573 2.8208 2.4192 0.555
H -5.1461 -1.6451 0.8276 0.271
H 0.9539 -3.7503 -3.8385 0.360
H 3.9318 0.4377 -1.5117 0.667
H 0.9372 -0.2689 4.7906 0.408
H -1.1664 2.6501 -1.2917 0.155
H 1.0487 -1.9693 -3.8177 0.297
H -5.2749 -0.9712 -0.7944 0.300
H -1.0182 5.1677 -0.8627 0.481
H -5.2857 0.5479 1.7576 0.274
H 3.9579 -0.0664 2.7795 0.598
H -1.0256 -2.6635 -2.5215 0.265
H 2.8360 -3.8670 -2.3885 0.423
H 2.9522 -2.0898 -2.4513 0.151
H 5.2181 0.2322 0.6506 0.494
```

Calculated values
Kohn-Sham gap, Ha: 0.205
DFT total energy, eV: -60901.255
Multiplicity: 1
ΔE to the lowest compared entry with this formula, charge and spin, kJ/mol: 274.95
Highest occupied orbital energy, eV: -10.414
Net charge: +1
Max |F|, eV/A: 4.609

***

DFT (ωB97M-V with the def2-TZVPD basis set) results for C2H2FLiO2Sc as an isolated structure at a distorted geometry.

Structure (XYZ):
```
9
Properties=species:S:1:pos:R:3:mulliken_charge:R:1
Sc -0.7913 0.1666 1.0265 1.404
F 2.1759 0.8188 0.2077 -0.262
O -2.6862 0.7062 0.8219 -0.595
O -1.7271 1.8135 0.4083 -0.551
C 1.1332 -0.0773 -0.0694 0.085
C 1.5609 -1.3083 -0.4053 -0.512
Li -3.1294 1.4941 -0.7985 0.906
H 2.6162 -1.6008 -0.3517 0.268
H 0.8477 -2.0128 -0.8394 0.257
```

Calculated values
Kohn-Sham gap, Ha: 0.283
DFT total energy, eV: -29815.397
Multiplicity: 1
Highest occupied orbital energy, eV: -13.252
Net charge: +1
Max |F|, eV/A: 1.866

***

DFT (ωB97M-V with the def2-TZVPD basis set) results for C30H20O5P2PtS2 as an isolated structure at a distorted geometry.

Structure (XYZ):
```
60
Properties=species:S:1:pos:R:3:mulliken_charge:R:1
Pt -2.5972 0.1622 -0.0827 1.052
S -1.9965 -0.1454 -2.5726 -0.692
S -2.0131 0.1244 2.4075 -0.640
P -0.2477 -0.1918 -1.5898 0.614
P -0.2330 -0.1297 1.5103 0.699
O -4.3983 1.2149 -0.1322 -0.926
O -7.1583 2.2634 -0.1271 -0.791
O -4.4795 -1.6245 0.0325 -0.759
O -8.9743 -0.0472 0.0294 -0.724
O -7.3555 -2.4892 0.1587 -0.725
C -6.8223 1.0788 -0.0698 0.005
C 1.6164 3.9878 -2.2974 -0.476
C 2.7817 2.6725 1.2322 -0.757
C 0.5571 1.4339 -1.8865 0.326
C -0.6788 -0.5291 -0.0321 -0.296
C 0.1302 -2.6645 2.5091 -0.593
C 2.2794 -1.4402 -1.6766 0.430
C 0.8003 -1.4699 2.2325 0.374
C 1.6476 1.6208 -2.7284 0.033
C 3.1646 -2.4443 -2.0345 -0.877
C 1.9654 1.5756 1.0112 0.453
C 2.2072 -3.7258 3.0984 -0.395
C 2.4777 3.5597 2.2580 -0.706
C 2.1776 -1.4221 2.4035 0.039
C 1.4922 -3.3895 -3.4737 -0.545
C -0.0125 2.5475 -1.2655 -0.318
C 0.6077 -2.3818 -3.1081 -0.765
C -7.7538 -0.0946 0.0137 0.540
C 0.9915 -1.3951 -2.2093 -0.030
C 2.1826 2.8910 -2.9276 -0.742
C 2.8809 -2.5463 2.8296 -0.810
C -6.9192 -1.3494 0.0761 -0.051
C 1.3608 3.3382 3.0481 -0.642
C 0.8251 -3.7795 2.9414 -0.682
C -5.4829 0.5246 -0.0687 0.911
C 2.7704 -3.4239 -2.9397 -0.468
C 0.5481 2.2333 2.8200 -0.844
C 0.8419 1.3353 1.7995 0.578
C -5.5037 -0.9182 0.0167 0.852
C 0.5100 3.8113 -1.4720 -0.710
H 1.1737 -4.1555 -4.1704 0.392
H 4.1561 -2.4674 -1.5989 0.404
H 3.4557 -4.2154 -3.2188 0.358
H 3.9563 -2.4915 2.9523 0.390
H -0.8732 2.4067 -0.6171 0.173
H 2.0286 4.9784 -2.4507 0.366
H 3.6364 2.8436 0.5895 0.424
H 2.7498 -4.6034 3.4297 0.354
H 2.2013 0.9113 0.1928 0.035
H -0.4002 -2.3570 -3.5073 0.378
H 2.6025 -0.6974 -0.9588 0.321
H 2.7217 -0.5045 2.2182 0.352
H 1.1100 4.0318 3.8418 0.380
H -0.9441 -2.7047 2.3664 0.416
H 2.0932 0.7737 -3.2361 0.364
H 0.2878 -4.6971 3.1477 0.380
H -0.3415 2.0660 3.4154 0.387
H 3.0373 3.0184 -3.5820 0.392
H 0.0560 4.6623 -0.9792 0.434
H 3.1028 4.4280 2.4313 0.356
```

Calculated values
Kohn-Sham gap, Ha: 0.165
DFT total energy, eV: -85168.605
Multiplicity: 1
ΔE to the lowest compared entry with this formula, charge and spin, kJ/mol: 47.94
Highest occupied orbital energy, eV: -0.597
Net charge: -2
Max |F|, eV/A: 1.195

***

DFT (ωB97M-V with the def2-TZVPD basis set) results for C17H14FNO2 in the gas phase at a distorted geometry.

Structure (XYZ):
```
35
Properties=species:S:1:pos:R:3:mulliken_charge:R:1
F -0.4449 -5.6897 -0.2993 -0.316
O 0.3279 -0.3165 3.2129 -0.607
O -1.7617 1.6337 -0.4746 -0.532
N -0.3912 0.5192 1.1197 0.500
C 0.5556 -0.1178 0.1595 -0.026
C 1.8227 1.8527 -0.5372 -0.506
C 0.6660 1.9364 -3.0876 -0.985
C 2.1435 2.8736 -1.4099 -0.634
C 1.5998 2.8929 -2.7021 -0.371
C 0.9196 0.8428 -0.9415 0.024
C -2.3126 1.8027 1.8923 -0.449
C -0.0387 -2.2147 -1.3715 -0.049
C -1.4749 1.3371 0.6595 0.322
C -0.4282 0.3629 2.5396 0.379
C -1.6481 1.1956 3.0786 -0.468
C 0.4985 -2.4625 0.9504 -0.479
C -0.3684 -3.5804 -1.4166 -0.820
C 0.2445 0.9971 -2.1579 0.018
C 0.3641 -3.8314 0.8906 -0.760
C 0.3231 -1.6179 -0.1502 0.137
C -0.1483 -4.3660 -0.2721 0.461
H -2.3185 0.5317 3.6272 0.275
H -0.8140 -4.0436 -2.3007 0.412
H 0.3325 1.9258 -4.1251 0.376
H -1.2925 1.9436 3.7886 0.291
H 2.0191 3.5934 -3.4192 0.365
H -0.6607 0.4213 -2.3756 0.513
H 1.5320 -0.1744 0.6756 0.444
H 0.8080 -1.9918 1.8746 0.407
H -2.3416 2.8966 1.9146 0.281
H -3.3483 1.4819 1.7450 0.277
H 0.5785 -4.4287 1.7822 0.411
H 2.2396 1.8101 0.4868 0.328
H -0.0642 -1.6263 -2.2894 0.427
H 2.8818 3.6107 -1.0671 0.355
```

Calculated values
Structure (SMILES): O=C1CCC(=O)N1[C@H](c1ccccc1)c1ccc(F)cc1
Kohn-Sham gap, Ha: 0.360
DFT total energy, eV: -26158.950
Multiplicity: 1
ΔE to the lowest compared entry with this formula, charge and spin, kJ/mol: 77.54
Highest occupied orbital energy, eV: -9.102
Net charge: 0
Max |F|, eV/A: 1.706